63
Properties=species:S:1:pos:R:3:forces:R:3 method="wB97M-V/def2-TZVPD" total_charge=+1 e_homo_ha=-0.3922 e_above_lowest_kcal_mol=0.00
Sr -0.039 0.121 -0.029 -0.3074 -0.1540 -0.5592
C 4.462 -0.041 1.062 -0.0416 -0.0107 -0.0385
C 2.989 0.070 1.360 0.1263 -0.0374 -0.1138
O 2.212 -0.084 0.389 0.5989 -0.0321 0.2034
C 2.535 0.327 2.703 -0.1451 0.0082 0.0675
C 3.496 0.399 3.745 0.0131 0.0180 0.0342
C 3.144 0.567 5.053 0.0982 -0.0066 0.0186
C 1.784 0.658 5.385 -0.0686 0.0027 -0.0617
C 0.822 0.597 4.413 -0.0035 0.0353 0.0049
C 1.145 0.452 3.040 -0.0161 0.0546 0.0826
O 0.183 0.455 2.170 0.1428 -0.0171 0.2916
H 4.591 -0.170 -0.008 0.0041 0.0015 0.0057
H 4.893 -0.899 1.579 0.0072 -0.0092 0.0139
H 5.003 0.846 1.392 0.0070 0.0082 0.0066
H 4.545 0.308 3.499 0.0108 -0.0023 -0.0040
H 3.899 0.614 5.824 0.0171 0.0021 -0.0035
H 1.487 0.776 6.419 -0.0065 0.0054 0.0076
H -0.226 0.655 4.668 -0.0905 0.0182 0.0054
C -5.428 -1.108 1.590 -0.0966 -0.1229 0.1219
N -4.413 -0.724 0.618 0.3172 -0.0401 -0.0366
C -3.172 -1.192 0.490 -0.1264 -0.1128 0.1505
N -2.509 -0.487 -0.416 -0.2837 -0.1565 0.0887
C -3.436 0.430 -0.810 -0.1012 0.1000 -0.1900
N -4.592 0.318 -0.207 -0.0840 0.1883 -0.0854
C -4.912 -0.980 3.005 -0.0253 -0.0115 -0.0658
C -5.190 -1.974 3.931 0.0046 -0.0101 -0.0120
C -4.730 -1.864 5.237 -0.0139 -0.0123 -0.0136
C -3.986 -0.766 5.620 0.0072 0.0411 0.0044
C -3.706 0.238 4.692 -0.0977 -0.0752 -0.1543
C -4.170 0.132 3.387 -0.0026 -0.0157 0.0239
C -2.947 1.401 5.129 0.0506 -0.0265 0.2003
N -2.648 1.716 6.343 -0.4608 -0.6981 0.0340
N -1.938 2.871 6.289 0.5326 0.6717 -0.0250
C -1.831 3.189 5.044 -0.1074 0.0613 0.1734
O -2.464 2.300 4.238 0.0895 -0.0611 -0.1233
C -1.159 4.361 4.496 0.0704 0.1053 -0.1037
C -1.207 5.549 5.221 -0.0279 -0.0601 -0.0102
C -0.570 6.673 4.731 0.0345 0.0481 -0.0134
C 0.127 6.609 3.534 0.0157 -0.0052 0.0030
C 0.204 5.418 2.823 0.0631 -0.0260 -0.0463
C 1.079 5.377 1.588 -0.0192 0.1262 0.0999
N 0.600 4.445 0.585 0.0985 -0.2896 0.0214
C 0.929 3.166 0.438 0.0927 0.1184 0.1354
N 0.164 2.606 -0.488 -0.0813 0.1432 -0.0707
C -0.642 3.636 -0.877 0.1037 0.1036 0.0258
N -0.405 4.759 -0.248 -0.2501 0.0957 -0.1211
C -0.450 4.290 3.301 -0.0288 0.0330 -0.0019
H -5.740 -2.132 1.389 -0.0218 0.0174 -0.0060
H -6.277 -0.453 1.400 0.0310 0.0120 -0.0014
H -2.792 -2.018 1.069 -0.0005 -0.0112 0.0263
H -3.257 1.175 -1.566 -0.0069 0.0431 -0.0206
H -5.768 -2.841 3.632 -0.0001 -0.0134 0.0028
H -4.950 -2.644 5.953 0.0003 -0.0084 0.0132
H -3.615 -0.666 6.630 -0.0025 0.0053 0.0172
H -3.959 0.923 2.677 0.0065 0.0001 0.0040
H -1.753 5.578 6.153 -0.0071 -0.0020 0.0112
H -0.619 7.604 5.277 -0.0005 0.0117 0.0083
H 0.622 7.494 3.152 0.0056 0.0134 0.0006
H 2.094 5.072 1.847 -0.0069 -0.0099 -0.0053
H 1.131 6.360 1.124 -0.0041 -0.0177 -0.0168
H 1.703 2.686 1.017 0.0022 -0.0456 0.0142
H -1.392 3.555 -1.644 -0.0188 0.0062 -0.0108
H -0.408 3.344 2.771 0.0041 0.0020 -0.0075

59
Properties=species:S:1:pos:R:3:forces:R:3 method="wB97M-V/def2-TZVPD" total_charge=+1 e_homo_ha=-0.4146 e_above_lowest_kcal_mol=12.97
Au 0.098 1.201 -1.035 0.4136 0.2185 0.6785
O -0.781 -1.652 -3.697 -0.0096 -0.0185 -0.0294
C -1.932 -1.758 -2.959 0.0445 0.0721 -0.0116
C -2.478 -3.012 -2.706 -0.0337 0.0020 0.0014
C -3.648 -3.141 -1.977 0.0490 -0.0304 0.0309
C -4.276 -2.011 -1.481 0.0199 0.0562 0.0066
C -3.723 -0.764 -1.734 -0.0632 -0.0605 -0.0264
C -2.551 -0.602 -2.467 0.0944 0.1114 0.0283
C -2.034 0.808 -2.805 -0.0586 0.0507 -0.1070
O -0.656 0.876 -2.896 -0.1601 -0.1764 0.4581
N -2.523 1.785 -1.821 -0.0777 -0.3169 -0.1195
N -1.832 1.792 -0.631 0.2776 0.1144 0.0354
C -2.446 2.107 0.447 -0.3432 -0.1593 0.0037
C -1.965 2.109 1.826 0.0590 0.1941 0.0501
Br -2.480 3.743 2.667 0.0380 -0.0635 -0.0257
C -1.358 1.167 2.548 0.0376 0.0143 0.0237
C -0.882 -0.155 2.130 -0.0019 0.0311 -0.1121
C 0.230 -0.683 2.786 0.0167 -0.0525 0.0159
C 0.774 -1.893 2.382 0.0049 0.0625 -0.0046
C 0.217 -2.586 1.317 -0.0323 -0.0224 -0.0415
C -0.917 -2.087 0.683 0.0193 -0.0273 0.0647
C -1.469 -0.887 1.099 -0.0312 0.0263 -0.0163
H -0.653 -2.477 -4.179 0.0018 -0.0228 0.0353
H -1.977 -3.892 -3.095 -0.0080 -0.0019 -0.0036
H -4.062 -4.124 -1.796 0.0018 0.0047 -0.0107
H -5.194 -2.094 -0.915 0.0039 -0.0018 0.0019
H -4.238 0.118 -1.374 0.0368 0.0314 0.0177
H -2.477 1.111 -3.762 -0.0126 0.0604 0.0200
H -3.120 2.568 -2.025 0.1163 0.0783 -0.0554
H -3.486 2.415 0.339 -0.0009 -0.0684 -0.0898
H -1.149 1.428 3.581 0.0094 0.0079 -0.0207
H 0.673 -0.138 3.612 -0.0073 0.0012 -0.0200
H 1.632 -2.295 2.903 0.0181 -0.0094 -0.0114
H 0.646 -3.528 0.999 -0.0102 0.0044 0.0164
H -1.395 -2.641 -0.115 0.0053 -0.0111 -0.0205
H -2.378 -0.537 0.633 -0.0063 -0.0133 -0.0333
N 1.788 0.217 -1.585 -0.2504 -0.0666 -0.5243
C 2.813 -0.264 -0.659 -0.1215 -0.1342 -0.0855
C 3.587 -1.317 -1.132 -0.0624 -0.0790 0.0458
C 4.483 -1.952 -0.294 -0.0249 0.0834 0.1288
C 4.567 -1.532 1.029 -0.0125 -0.0351 -0.1336
C 3.812 -0.461 1.469 0.0921 -0.0646 0.1092
C 2.934 0.232 0.628 0.0892 0.1446 0.0612
C 2.293 1.496 1.074 -0.0813 -0.0510 0.1199
C 2.958 2.270 2.031 0.1579 0.0681 0.1479
C 2.494 3.508 2.441 -0.1589 0.0312 -0.1424
C 1.353 4.040 1.854 0.1652 -0.1495 0.0334
C 0.684 3.289 0.902 -0.0836 0.0807 0.0417
C 1.113 2.016 0.548 -0.2767 -0.0865 -0.4649
H 2.170 0.685 -2.408 0.1705 0.1120 0.1341
H 1.325 -0.614 -1.964 0.0566 0.0257 -0.1759
H 3.469 -1.647 -2.158 -0.0025 -0.0120 0.0047
H 5.086 -2.771 -0.660 -0.0009 -0.0005 0.0037
H 5.228 -2.035 1.722 0.0087 -0.0115 -0.0196
H 3.906 -0.173 2.507 -0.0549 0.1198 -0.0273
H 3.898 1.929 2.443 -0.0068 -0.0903 -0.0348
H 3.048 4.066 3.182 -0.0076 0.0209 -0.0029
H 0.993 5.026 2.114 0.0049 0.0048 0.0340
H -0.192 3.718 0.432 -0.0107 0.0041 0.0177

65
Properties=species:S:1:pos:R:3:forces:R:3 method="wB97M-V/def2-TZVPD" total_charge=-2 e_homo_ha="0.0190 / -0.0731" multiplicity=4 s2=3.81
V -0.298 0.444 0.401 -0.5195 -3.8412 -1.8646
C 2.113 3.856 -0.206 -0.3586 -0.3113 0.0198
C 1.007 2.835 -0.237 0.3054 0.7853 -0.2157
N 1.078 1.710 0.469 1.7414 1.5635 -0.1222
N 2.110 1.466 1.253 0.9779 -0.6102 1.0800
C 1.809 0.428 2.055 0.5150 1.4052 -0.5841
O 0.645 -0.116 1.997 -0.0713 -0.7545 0.8312
C 2.803 0.017 3.020 0.5739 -0.3190 0.4065
C 2.515 -0.900 4.051 -0.3348 0.3417 -0.5295
C 3.489 -1.290 4.942 0.5300 -0.0348 0.2811
C 4.790 -0.798 4.840 -0.1055 -0.0585 0.0217
C 5.092 0.102 3.817 0.2773 -0.1256 0.3153
C 4.126 0.501 2.928 -0.4450 0.0198 -0.1801
C -0.207 2.953 -0.941 0.2874 0.2405 0.0313
C -0.617 4.062 -1.718 -0.1269 0.1014 -0.1176
C -1.867 4.061 -2.294 0.3100 -0.1032 0.1891
C -2.688 2.945 -2.123 -0.2216 -0.1021 -0.1054
C -2.217 1.878 -1.365 -0.2608 0.1952 -0.2512
N -1.038 1.879 -0.773 -0.8885 1.2925 -0.8303
H 2.623 3.769 0.753 0.0422 0.0557 -0.0266
H 2.846 3.667 -0.994 0.0992 0.0095 -0.0328
H 1.732 4.869 -0.330 -0.0432 0.0567 -0.0187
H 1.506 -1.279 4.137 -0.0742 -0.0210 -0.0592
H 3.252 -1.987 5.739 -0.0667 -0.0143 -0.0284
H 5.557 -1.112 5.539 -0.0226 -0.0115 0.0014
H 6.104 0.484 3.726 -0.0473 0.0015 -0.0271
H 4.348 1.191 2.129 0.0427 0.0536 -0.0520
H 0.048 4.906 -1.837 0.0392 0.0115 -0.0031
H -2.208 4.915 -2.870 0.0395 -0.0514 0.0103
H -3.667 2.904 -2.579 -0.0300 -0.0920 0.0254
H -2.817 0.992 -1.207 -0.0231 -0.0904 -0.0002
O -2.661 -2.997 0.052 -0.0988 0.0811 0.0054
C -1.640 -2.299 0.045 0.1794 -1.8425 -0.2416
O -1.588 -1.078 0.319 -0.3331 0.7253 0.3800
C -0.312 -3.051 -0.291 -0.5318 0.2049 0.3202
C 0.839 -2.729 0.683 -0.3472 -0.7982 0.6219
C 1.872 -3.877 0.606 -0.1150 0.1131 0.1950
C 2.516 -3.586 -0.761 0.0842 0.1884 -0.1111
C 1.756 -2.299 -1.168 0.3179 -0.3741 -0.8091
O 1.534 -1.663 0.070 0.1778 0.3979 0.0884
C 0.340 -2.668 -1.638 -0.1499 0.6448 -0.5011
C -0.316 -1.438 -2.379 0.4486 -1.4774 -0.2879
O -0.895 -1.702 -3.438 -0.2880 -0.1050 -0.3707
O -0.119 -0.308 -1.894 0.2608 1.2011 0.9959
H -0.564 -4.119 -0.262 0.0639 0.2818 0.0066
H 0.526 -2.447 1.686 0.0720 0.0381 -0.0974
H 1.406 -4.862 0.661 -0.0209 0.0224 0.0498
H 2.599 -3.783 1.414 -0.0141 -0.0161 0.0286
H 2.374 -4.392 -1.482 0.0034 0.0262 -0.0455
H 3.586 -3.392 -0.658 -0.0103 0.0055 -0.0533
H 2.300 -1.639 -1.844 -0.0694 0.0269 0.0879
H 0.339 -3.508 -2.340 -0.0014 0.1709 0.0946
O -1.323 1.920 3.023 0.2850 0.3110 0.3040
B -1.504 1.327 1.749 -0.5806 0.3855 0.7526
O -2.879 1.108 1.583 -0.8745 -0.0727 -0.1918
C -3.492 1.453 2.720 -0.1990 0.3332 0.8445
C -4.821 1.321 3.085 0.4746 -0.0352 -0.2299
C -5.177 1.762 4.355 -0.1237 0.0438 0.0707
C -4.242 2.318 5.215 -0.1767 0.0143 0.1768
C -2.899 2.435 4.861 0.2494 -0.1009 -0.2848
C -2.534 1.979 3.609 -0.7916 -0.0805 -0.0063
H -5.533 0.858 2.419 -0.0693 0.0053 -0.1128
H -6.205 1.658 4.676 -0.0389 0.0306 0.0511
H -4.564 2.650 6.193 0.0087 0.0338 0.0810
H -2.168 2.844 5.544 0.0667 0.0239 0.0239

61
Properties=species:S:1:pos:R:3:forces:R:3 method="wB97M-V/def2-TZVPD" total_charge=0 e_homo_ha="-0.2851 / -0.2838" e_above_lowest_kcal_mol=33.42
Pd -0.913 -0.805 -0.204 -0.6532 -0.3902 1.8377
O -2.013 -4.501 3.785 0.0874 -0.0451 0.0012
C -0.996 -4.713 2.880 0.0097 -0.0246 0.1497
C -0.048 -5.712 3.059 -0.0035 -0.0078 0.0065
C 0.984 -5.856 2.141 -0.0532 0.0455 -0.0095
C 1.065 -5.004 1.048 -0.0215 -0.0195 0.0505
C 0.103 -4.017 0.883 -0.0329 -0.1617 0.0510
C -0.937 -3.860 1.787 0.0762 0.1596 -0.1479
C -1.976 -2.755 1.606 0.1774 0.2335 -0.0414
O -2.118 -2.339 0.311 -0.4037 0.1210 -0.6449
N -1.583 -1.629 2.505 0.2450 -0.3126 -0.0729
N -1.621 -0.396 2.027 0.4139 -0.2114 -0.4539
C -1.528 0.622 2.791 -0.0975 0.3823 0.0404
C -1.642 2.006 2.316 0.0824 -0.5136 -0.3363
Br -1.884 2.191 0.450 -0.1454 0.2600 0.0640
C -1.668 3.028 3.167 0.0272 0.3045 0.3324
C -1.827 4.479 2.950 -0.0244 -0.1313 0.0740
C -2.480 5.217 3.941 -0.0366 0.0281 0.0172
C -2.668 6.585 3.812 0.0301 -0.0645 -0.0182
C -2.186 7.247 2.690 -0.0064 -0.0497 0.0115
C -1.512 6.529 1.712 -0.0169 0.0040 0.0019
C -1.329 5.159 1.840 0.1038 0.0382 -0.0942
H -1.985 -5.188 4.458 -0.0009 0.0211 -0.0220
H -0.112 -6.372 3.920 -0.0071 0.0242 -0.0252
H 1.722 -6.634 2.286 -0.0089 0.0022 -0.0045
H 1.865 -5.114 0.326 -0.0355 0.0254 0.0282
H 0.134 -3.365 0.023 0.0074 0.0989 -0.1419
H -2.935 -3.123 1.980 -0.1689 -0.0788 -0.0823
H -1.572 -1.789 3.504 -0.1336 0.0726 0.0572
H -1.417 0.492 3.868 -0.1102 0.0145 0.0551
H -1.610 2.734 4.215 0.0276 0.0590 -0.0483
H -2.856 4.702 4.818 0.0104 0.0239 -0.0097
H -3.184 7.135 4.590 0.0124 -0.0265 -0.0314
H -2.329 8.316 2.583 0.0079 -0.0433 0.0027
H -1.123 7.038 0.838 0.0075 -0.0204 0.0390
H -0.775 4.622 1.083 -0.0549 0.0314 0.0245
Se -1.487 -0.041 -2.557 0.3482 -0.3698 0.5898
P 0.651 -0.038 -2.133 0.5958 0.1053 -0.6250
Se 1.349 0.195 -0.073 -0.3310 0.4067 -0.5012
C 1.377 1.280 -3.149 -0.0234 0.0206 -0.0944
C 2.002 2.381 -2.583 0.0604 0.0599 -0.0839
C 2.485 3.398 -3.402 -0.0118 -0.0313 0.0074
C 2.344 3.309 -4.778 -0.0044 -0.0223 -0.0008
C 1.716 2.204 -5.346 -0.0157 -0.0167 0.0382
C 1.226 1.194 -4.535 0.0610 0.0559 0.0134
C 1.392 -1.570 -2.764 0.0040 -0.0236 -0.0559
C 2.778 -1.621 -2.891 0.0387 -0.0553 -0.0248
C 3.389 -2.778 -3.348 -0.0318 0.0253 0.0192
C 2.618 -3.888 -3.675 -0.0105 0.0170 0.0033
C 1.239 -3.841 -3.536 -0.0193 0.0544 0.0167
C 0.621 -2.681 -3.082 0.1173 -0.0861 0.0132
H 2.107 2.443 -1.508 -0.0105 0.0142 -0.0015
H 2.969 4.260 -2.961 -0.0120 -0.0313 -0.0016
H 2.721 4.102 -5.412 -0.0151 -0.0347 0.0202
H 1.606 2.135 -6.422 0.0009 -0.0015 0.0277
H 0.725 0.337 -4.971 0.0181 0.0176 -0.0083
H 3.378 -0.758 -2.626 0.0036 -0.0092 -0.0210
H 4.466 -2.817 -3.447 -0.0020 0.0142 -0.0084
H 3.096 -4.790 -4.038 -0.0105 0.0158 0.0221
H 0.638 -4.707 -3.784 0.0021 0.0142 0.0163
H -0.453 -2.642 -2.964 -0.0630 0.0122 -0.0209